DFT (wB97M-V/def2-TZVPD) results for a 2-piece molecular cluster, C23H19NO2S3 overall in a non-equilibrium geometry.

Each line ends with the natural charge from an NBO analysis.
Positions of all 48 atoms, in Å:
C -4.938 -0.006 2.352  -0.291
C -4.356 -1.277 2.365  -0.201
C -2.970 -1.417 2.356  -0.289
C -2.131 -0.271 2.329  0.088
C -0.710 -0.426 2.289  -0.690
C -0.102 -1.689 2.293  0.274
N 0.470 -2.722 2.296  -0.453
S 0.324 1.044 2.326  2.164
C 1.994 0.385 2.340  -0.225
C 2.655 0.193 3.556  -0.197
C 3.969 -0.282 3.560  -0.210
C 4.627 -0.529 2.352  -0.196
C 3.974 -0.301 1.138  -0.210
C 2.656 0.164 1.131  -0.213
O 0.163 1.742 1.065  -0.990
O 0.141 1.745 3.577  -0.940
C -2.743 1.011 2.325  -0.268
C -4.127 1.136 2.333  -0.203
H -6.023 0.096 2.361  0.203
H -4.975 -2.174 2.377  0.201
H -2.500 -2.403 2.353  0.219
H 2.133 0.402 4.488  0.246
H 4.470 -0.456 4.513  0.219
H 5.652 -0.902 2.356  0.215
H 4.481 -0.484 0.190  0.209
H 2.132 0.345 0.193  0.212
H -2.131 1.911 2.316  0.222
H -4.567 2.132 2.331  0.207
C -3.369 -4.231 -0.604  -0.135
C -2.004 -4.304 -0.911  -0.210
C -1.325 -3.175 -1.349  -0.135
C -2.000 -1.943 -1.476  -0.093
C -1.289 -0.753 -1.899  -0.233
S -2.071 0.767 -2.060  0.488
C -0.732 1.630 -2.969  -0.529
C 0.597 1.010 -2.577  -0.535
S 0.366 -0.797 -2.365  0.452
C -3.376 -1.880 -1.170  -0.132
C -4.049 -3.013 -0.737  -0.210
H -3.901 -5.117 -0.263  0.228
H -1.467 -5.250 -0.810  0.235
H -0.261 -3.224 -1.589  0.225
H -0.934 1.516 -4.040  0.234
H -0.784 2.689 -2.700  0.264
H 1.361 1.150 -3.347  0.252
H 0.958 1.406 -1.619  0.268
H -3.900 -0.927 -1.268  0.228
H -5.113 -2.949 -0.496  0.234

Summary:
E_LUMO: -2.50 eV
E_HOMO: -5.93 eV
Relative energy (zero: lowest compared OMol25 entry of this formula, charge and spin): 39.8 kJ/mol
Net charge: 0
Orbital gap: 0.1261 Ha

---

DFT (wB97M-V/def2-TZVPD) results for a 2-piece molecular cluster, C23H20BrN2O2 overall in a non-equilibrium geometry.

Each line ends with the natural charge from an NBO analysis.
Positions of all 48 atoms, in Å:
C 6.836 0.521 -0.337  -0.618
C 5.791 0.010 0.620  -0.068
O 4.503 0.370 0.078  -0.560
C 3.470 0.246 0.975  0.731
C 2.267 0.829 0.442  -0.586
C 1.198 1.195 1.264  0.102
C 0.916 0.500 2.483  -0.297
C -0.101 0.926 3.326  -0.215
C -0.838 2.083 3.006  -0.198
Br -2.097 2.747 4.243  -0.024
C -0.655 2.724 1.765  -0.234
C 0.324 2.270 0.893  -0.284
O 3.640 -0.334 2.051  -0.736
H 7.828 0.190 -0.025  0.195
H 6.645 0.168 -1.354  0.206
H 6.839 1.615 -0.336  0.202
H 5.836 -1.081 0.721  0.174
H 5.931 0.463 1.611  0.185
H 2.333 1.224 -0.561  0.189
H 1.544 -0.355 2.735  0.242
H -0.300 0.383 4.248  0.202
H -1.278 3.578 1.510  0.203
H 0.477 2.745 -0.077  0.197
C -2.240 -3.427 -4.356  -0.247
C -2.339 -2.029 -4.430  -0.206
C -1.610 -1.224 -3.555  -0.256
C -0.755 -1.809 -2.615  0.250
N 0.038 -0.948 -1.823  -0.574
C 1.083 -1.276 -1.253  0.758
N 1.994 -1.689 -0.554  -0.499
C 3.151 -2.442 -0.793  0.232
C 3.662 -3.157 0.292  -0.233
C 4.834 -3.886 0.138  -0.201
C 5.483 -3.899 -1.104  -0.244
C 4.966 -3.177 -2.186  -0.212
C 3.792 -2.447 -2.036  -0.254
C -0.669 -3.211 -2.519  -0.276
C -1.415 -4.013 -3.386  -0.203
H -2.800 -4.052 -5.055  0.206
H -2.982 -1.562 -5.174  0.208
H -1.642 -0.135 -3.581  0.226
H 3.100 -3.080 1.223  0.245
H 5.228 -4.422 1.001  0.211
H 6.399 -4.479 -1.216  0.205
H 5.472 -3.189 -3.150  0.208
H 3.352 -1.871 -2.850  0.217
H -0.003 -3.659 -1.778  0.222
H -1.341 -5.097 -3.310  0.209

Summary:
E_LUMO: 2.71 eV
E_HOMO: -2.49 eV
Net charge: -1
Orbital gap: 0.1914 Ha

---

DFT (wB97M-V/def2-TZVPD) results for C23H20ClErIP as an isolated structure in a non-equilibrium geometry.

Each line ends with the natural charge from an NBO analysis.
Positions of all 47 atoms, in Å:
C -3.749 1.755 2.116  -0.380
C -2.808 1.780 1.030  -0.336
C -3.158 0.748 0.115  -0.327
H -2.055 2.549 0.830  0.253
C -4.310 0.068 0.638  -0.352
C -4.689 0.688 1.878  -0.449
H -5.441 0.317 2.583  0.249
H -3.703 2.408 2.985  0.259
H -2.739 0.632 -0.891  0.251
H -4.820 -0.755 0.134  0.253
Er -2.616 -0.426 2.458  1.604
Cl -2.677 -2.829 1.795  -0.601
P 0.454 -0.222 -0.021  0.849
C -0.047 -0.610 -1.702  -0.354
C 0.507 0.094 -2.789  -0.210
H 1.211 0.909 -2.599  0.229
C 0.173 -0.296 -4.089  -0.212
H 0.643 0.226 -4.933  0.220
C -0.739 -1.340 -4.282  -0.207
H -0.977 -1.652 -5.302  0.217
C -1.357 -1.993 -3.197  -0.198
H -2.080 -2.794 -3.373  0.222
C -1.028 -1.609 -1.893  -0.205
H -1.504 -2.080 -1.022  0.242
C 1.204 1.414 0.054  -0.345
C 0.508 2.521 -0.488  -0.248
H -0.434 2.372 -1.031  0.219
C 1.049 3.801 -0.347  -0.143
H 0.549 4.660 -0.813  0.209
C 2.240 3.974 0.382  -0.237
H 2.675 4.970 0.475  0.216
C 2.875 2.887 1.006  -0.201
H 3.797 3.025 1.584  0.221
C 2.328 1.609 0.884  -0.197
H 2.773 0.748 1.395  0.227
C 1.587 -1.481 0.578  -0.273
C 2.461 -2.078 -0.349  -0.217
H 2.402 -1.788 -1.402  0.223
C 3.400 -2.997 0.116  -0.213
H 4.113 -3.421 -0.600  0.219
C 3.409 -3.353 1.470  -0.200
H 4.153 -4.069 1.820  0.217
C 2.481 -2.813 2.380  -0.199
H 2.495 -3.121 3.429  0.222
C 1.551 -1.871 1.932  -0.217
H 0.807 -1.432 2.613  0.232
I -0.915 0.872 4.441  -0.532

Summary:
E_LUMO (spin up / spin down): -0.27 / -0.18 eV
E_HOMO (spin up / spin down): -7.72 / -7.72 eV
2S+1: 4
Net charge: 0
Orbital gap (spin up / spin down): 0.2737 / 0.2769 Ha

---

DFT (wB97M-V/def2-TZVPD) results for one molecule with the formula C23H20ClNO.

Each line ends with the natural charge from an NBO analysis.
Positions of all 46 atoms, in Å:
O -0.752 -3.150 -1.421  -0.528
C -0.054 -2.313 -0.890  0.575
C 1.234 -2.696 -0.258  -0.102
C 1.853 -3.846 -0.752  -0.170
C 3.056 -4.281 -0.232  -0.217
C 3.655 -3.580 0.802  -0.186
C 3.040 -2.449 1.314  -0.218
C 1.841 -2.004 0.790  -0.203
C -0.507 -0.862 -0.883  -0.320
C 0.573 0.190 -1.148  -0.215
N 0.264 1.289 -0.259  -0.446
C 1.063 2.410 -0.195  0.264
C 2.024 2.672 -1.178  -0.292
C 2.784 3.824 -1.136  -0.185
C 2.618 4.747 -0.118  -0.264
C 1.673 4.498 0.862  -0.171
C 0.907 3.349 0.831  -0.307
C -0.486 0.836 0.891  -0.212
C -1.157 -0.485 0.478  -0.231
C -2.648 -0.349 0.327  -0.028
C -3.182 0.668 -0.459  -0.158
C -4.548 0.800 -0.616  -0.244
C -5.394 -0.099 0.016  -0.032
Cl -7.105 0.060 -0.174  0.004
C -4.883 -1.122 0.796  -0.227
C -3.512 -1.240 0.947  -0.187
H 1.369 -4.383 -1.554  0.233
H 3.526 -5.168 -0.630  0.218
H 4.595 -3.917 1.213  0.217
H 3.500 -1.908 2.129  0.218
H 1.377 -1.131 1.217  0.208
H -1.279 -0.795 -1.655  0.247
H 1.582 -0.209 -0.969  0.192
H 0.525 0.529 -2.187  0.208
H 2.183 1.973 -1.984  0.210
H 3.519 3.999 -1.908  0.212
H 3.216 5.645 -0.088  0.212
H 1.529 5.205 1.666  0.210
H 0.180 3.189 1.611  0.212
H -1.244 1.577 1.162  0.211
H 0.166 0.692 1.766  0.184
H -0.956 -1.262 1.220  0.223
H -2.521 1.365 -0.954  0.213
H -4.958 1.591 -1.224  0.228
H -5.549 -1.819 1.279  0.228
H -3.114 -2.041 1.552  0.215

Summary:
E_LUMO: 0.16 eV
E_HOMO: -7.87 eV
Relative energy (zero: lowest compared OMol25 entry of this formula, charge and spin): 22.0 kJ/mol
Net charge: 0
Orbital gap: 0.2952 Ha
SMILES string: O=C(c1ccccc1)[C@@H]1CN(c2ccccc2)C[C@H]1c1ccc(Cl)cc1

---

DFT (wB97M-V/def2-TZVPD) results for one molecule with the formula C23H20F3N5OS in a non-equilibrium geometry.

Each line ends with the natural charge from an NBO analysis.
Positions of all 53 atoms, in Å:
O 0.670 0.266 -2.629  -0.609
C 0.615 0.962 -1.632  0.680
C 1.852 1.480 -0.994  -0.265
C 2.248 2.809 -0.809  0.008
N 3.484 2.916 -0.339  -0.273
N 3.925 1.680 -0.214  -0.148
C 5.133 1.260 0.229  0.132
C 6.118 2.319 0.662  0.968
F 6.434 3.158 -0.329  -0.302
F 5.648 3.057 1.675  -0.305
F 7.267 1.773 1.087  -0.315
C 5.395 -0.076 0.270  -0.262
C 4.376 -0.988 -0.146  0.214
C 4.594 -2.408 -0.132  -0.260
C 3.720 -3.375 -0.566  -0.183
C 4.232 -4.674 -0.431  -0.257
C 5.486 -4.691 0.102  -0.390
S 6.069 -3.120 0.451  0.444
N 3.198 -0.566 -0.556  -0.397
C 2.966 0.730 -0.615  0.344
N -0.555 1.368 -1.085  -0.431
C -0.724 1.971 0.213  -0.220
C -1.441 0.993 1.151  -0.225
N -2.718 0.627 0.576  -0.443
C -3.537 -0.168 1.476  -0.253
C -4.948 -0.276 0.964  0.059
C -5.620 -1.490 0.954  -0.233
C -6.923 -1.567 0.492  -0.209
C -7.563 -0.432 0.028  -0.218
C -6.897 0.783 0.030  -0.204
C -5.598 0.860 0.498  -0.240
C -2.511 -0.037 -0.699  -0.239
C -1.807 0.919 -1.658  -0.232
H 1.685 3.699 -1.012  0.220
H 6.349 -0.439 0.613  0.249
H 2.756 -3.128 -0.970  0.248
H 3.699 -5.562 -0.717  0.230
H 6.107 -5.539 0.313  0.240
H 0.242 2.246 0.635  0.225
H -1.340 2.871 0.103  0.197
H -1.612 1.480 2.114  0.205
H -0.793 0.111 1.314  0.166
H -3.114 -1.176 1.634  0.171
H -3.552 0.343 2.445  0.209
H -5.123 -2.381 1.311  0.207
H -7.437 -2.517 0.491  0.212
H -8.579 -0.493 -0.336  0.213
H -7.393 1.672 -0.332  0.212
H -5.069 1.801 0.500  0.223
H -3.483 -0.317 -1.109  0.219
H -1.901 -0.951 -0.583  0.171
H -1.585 0.424 -2.604  0.251
H -2.443 1.792 -1.833  0.196

Summary:
E_LUMO: -0.63 eV
E_HOMO: -8.44 eV
Net charge: 0
Orbital gap: 0.2867 Ha
SMILES string: O=C(c1cnn2c(C(F)(F)F)cc(-c3cccs3)nc12)N1CCN(Cc2ccccc2)CC1

---

Question: Look up the net charge of the fourth one.
Answer: 0

---

Question: What is the formula in the second record?
Answer: C23H20BrN2O2

---

Question: Look up the net charge of the fifth one.
Answer: 0

---

Question: Look up the net charge of the fourth one.
Answer: 0